Density functional theory data (ωB97M-V/def2-TZVPD) for the molecule C21H21ClN4O3S2 at a distorted geometry.

Geometry as XYZ:
```
52
Properties=species:S:1:pos:R:3:forces:R:3
C -1.563 4.326 -4.745 0.0 -0.1 -0.2
C -0.829 3.028 -4.479 -0.2 0.5 0.2
O -0.622 2.195 -5.328 0.0 -0.3 -0.2
N -0.428 2.921 -3.174 -0.1 0.3 0.3
C 0.266 1.883 -2.554 0.3 -0.5 -0.1
C 0.539 0.685 -3.200 -0.2 0.2 -0.2
C 1.219 -0.290 -2.494 0.2 -0.1 0.5
C 1.644 -0.092 -1.160 -0.4 0.3 -1.0
C 1.365 1.119 -0.531 0.0 0.0 -0.1
C 0.680 2.085 -1.226 0.1 0.0 0.0
H 0.444 3.022 -0.741 0.0 0.1 0.1
H 1.675 1.270 0.490 0.0 0.0 0.2
N 2.252 -1.168 -0.593 0.4 -0.3 0.7
C 2.307 -2.159 -1.398 0.0 -0.1 -0.7
S 2.870 -3.747 -0.906 0.1 -0.3 -0.1
C 1.210 -4.541 -0.854 0.3 0.2 -0.3
H 1.306 -5.400 -0.191 0.0 0.0 0.0
H 0.933 -4.869 -1.856 -0.1 0.0 0.2
C 0.194 -3.524 -0.349 0.1 -0.5 0.1
O -0.763 -3.203 -1.015 -0.2 0.1 -0.1
N 0.509 -3.025 0.874 0.0 -0.3 0.4
C 0.053 -1.835 1.450 -0.2 0.3 0.1
C 0.601 -1.436 2.664 -0.1 -0.1 -0.2
C 0.209 -0.255 3.258 -0.1 0.1 0.0
C -0.724 0.604 2.665 0.1 -0.3 -0.3
C -1.211 0.205 1.410 0.1 -0.1 0.3
C -0.865 -0.998 0.827 0.0 -0.2 0.0
H -1.278 -1.265 -0.132 0.0 0.0 0.0
Cl -2.213 1.256 0.467 -0.1 0.1 -0.1
N -1.090 1.823 3.221 0.0 0.4 0.0
C -2.494 2.112 3.457 -0.3 -0.2 0.5
H -3.121 1.590 2.739 0.0 0.1 0.0
C -2.893 1.691 4.878 -0.1 0.0 -0.4
H -3.925 1.978 5.089 0.0 -0.1 0.0
O -2.100 2.337 5.850 0.0 0.1 0.1
C -0.736 2.032 5.665 0.3 0.0 -0.2
C -0.276 2.429 4.255 0.0 0.0 0.3
H 0.774 2.179 4.101 0.0 0.0 0.0
H -0.394 3.514 4.153 0.1 0.0 0.1
H -0.192 2.599 6.423 0.0 -0.1 0.0
H -0.575 0.956 5.833 0.0 0.1 0.0
H -2.791 0.598 4.977 0.0 0.1 0.0
H -2.642 3.191 3.346 -0.1 -0.1 0.0
H 0.646 0.006 4.208 0.0 0.0 0.1
H 1.339 -2.056 3.151 0.1 -0.1 0.1
H 1.344 -3.396 1.310 -0.1 0.1 -0.3
S 1.643 -1.888 -3.015 0.2 0.2 0.6
H 0.221 0.522 -4.215 0.0 0.1 0.0
H -0.645 3.700 -2.567 0.0 -0.1 -0.2
H -2.451 4.390 -4.119 -0.1 0.1 0.1
H -0.917 5.175 -4.530 0.0 0.1 0.0
H -1.859 4.358 -5.789 0.0 0.0 0.0
```
Positions in Å, forces in eV/Å.

## Properties
* SMILES: CC(=O)Nc1ccc2nc(SCC(=O)Nc3ccc(N4CCOCC4)c(Cl)c3)sc2c1
* ΔE to the lowest compared entry with this formula, charge and spin: 0.033 eV
* lowest unoccupied orbital energy: 0.0114 hartree
* strongest force on any atom: 0.0223 Eh/bohr
* E_HOMO: -7.643 eV
* 2S+1: 1
* E: -68414.8479 eV